[1]
Formula: C33H28CuFGeN8O4
Source: the OMol25 dataset
Level of theory: wB97M-V/def2-TZVPD

- Charge: -1
- ΔE to the lowest compared entry with this formula, charge and spin: 0.0 kJ/mol
- 2S+1: 2
- E_tot: -5830.7300 a.u.
- Strongest force on any atom: 4.4 eV/A

CARTESIAN COORDINATES (ANGSTROEM)
Cu 0.39 0.45 -1.37
N -0.70 -1.72 -3.70
C -1.17 -0.47 -3.90
N -2.07 -0.26 -4.85
C -2.48 1.01 -5.00
N -3.40 1.29 -5.93
N -2.04 2.07 -4.24
C -1.13 1.74 -3.35
N -0.67 0.52 -3.09
C -0.47 2.85 -2.60
C -0.84 4.18 -2.76
C -0.11 5.14 -2.06
C 0.98 4.76 -1.30
C 1.26 3.40 -1.20
N 0.50 2.45 -1.77
H -1.04 -2.48 -4.26
H -0.04 -1.91 -2.96
H -3.77 0.51 -6.44
H -3.79 2.22 -6.01
H -1.67 4.41 -3.43
H -0.39 6.19 -2.16
H 1.64 5.48 -0.79
H 2.16 3.07 -0.67
C 0.53 0.02 0.56
Ge -1.06 -0.61 1.59
C -2.09 1.05 1.85
C -2.91 1.24 2.97
C -3.65 2.40 3.08
C -3.63 3.36 2.07
C -2.88 3.15 0.93
C -2.16 1.97 0.81
C -0.38 -1.64 3.12
C 0.02 -2.97 2.92
C 0.69 -3.66 3.91
C 0.94 -3.08 5.15
C 0.48 -1.80 5.40
C -0.18 -1.10 4.39
C -2.29 -1.80 0.66
C -2.58 -1.57 -0.68
C -3.55 -2.29 -1.36
C -4.31 -3.24 -0.68
C -4.08 -3.44 0.67
C -3.07 -2.75 1.33
H 0.75 0.97 1.04
H -2.97 0.47 3.75
H -4.23 2.56 3.99
H -4.27 4.26 2.17
H -2.83 3.90 0.13
H -1.61 1.80 -0.13
H -0.16 -3.49 1.97
H 1.06 -4.67 3.71
H 1.46 -3.67 5.91
H 0.66 -1.34 6.36
H -0.53 -0.08 4.60
H -1.97 -0.84 -1.26
H -3.71 -2.11 -2.43
H -5.06 -3.83 -1.21
H -4.71 -4.15 1.22
H -2.86 -2.98 2.38
F 6.21 2.11 0.65
C 6.10 0.83 0.35
C 5.09 0.06 0.78
N 4.93 -1.28 0.46
C 3.63 -1.92 0.67
C 2.50 -1.22 0.00
O 1.66 -0.82 0.98
O 2.33 -0.94 -1.17
C 5.94 -2.01 -0.21
O 5.85 -3.20 -0.44
N 7.05 -1.23 -0.53
C 7.25 0.14 -0.35
O 8.26 0.72 -0.68
H 4.28 0.50 1.38
H 3.40 -1.95 1.75
H 3.77 -2.98 0.34
H 7.77 -1.75 -1.01

---

[2]
Formula: C5H6
Source: the OMol25 dataset
Level of theory: wB97M-V/def2-TZVPD

- Charge: 0
- ΔE to the lowest compared entry with this formula, charge and spin: 153.7 kJ/mol
- E_tot: -194.0219 a.u.
- Strongest force on any atom: 0.6 eV/A

CARTESIAN COORDINATES (ANGSTROEM)
C -0.63 0.95 -1.67
C -0.65 0.60 -0.39
C -0.16 -0.74 0.10
C 0.76 -0.63 1.22
C 1.51 -0.54 2.15
H -1.03 1.91 -2.01
H -0.25 0.26 -2.42
H -1.07 1.25 0.38
H 0.34 -1.27 -0.73
H -1.01 -1.36 0.40
H 2.20 -0.43 2.96

---

[3]
Formula: C23H59O17PS6
Source: the OMol25 dataset
Level of theory: wB97M-V/def2-TZVPD

- Charge: 0
- E_tot: -4921.1519 a.u.
- Strongest force on any atom: 2.0 eV/A

CARTESIAN COORDINATES (ANGSTROEM)
C 7.31 -3.03 -0.61
C 8.22 -2.84 -1.82
S 9.88 -2.20 -1.46
C 9.85 -0.39 -1.59
P 8.18 0.46 -1.95
C 6.51 1.30 -2.29
C 5.51 0.39 -2.99
C 4.73 -0.51 -2.03
O 3.34 -0.20 -2.13
C 2.57 -0.66 -1.11
C 1.14 -0.87 -1.50
O 3.00 -0.86 0.03
H 6.57 -3.79 -0.85
H 6.79 -2.12 -0.32
H 7.87 -3.39 0.25
H 7.71 -2.29 -2.60
H 8.41 -3.83 -2.23
H 10.18 0.00 -0.64
H 10.59 -0.08 -2.33
H 7.62 -0.21 -0.83
H 8.77 1.72 -1.70
H 8.20 -0.03 -3.29
H 6.65 2.22 -2.85
H 6.10 1.57 -1.31
H 4.78 1.01 -3.49
H 5.99 -0.21 -3.76
H 4.87 -1.55 -2.31
H 5.10 -0.37 -1.03
H 1.04 -1.43 -2.42
H 0.62 -1.34 -0.68
H 0.69 0.11 -1.62
O -1.78 -1.20 0.13
S -2.39 -2.25 0.90
O -2.26 -3.61 0.49
O -3.92 -1.90 1.10
C -4.71 -1.65 -0.08
C -5.02 -2.92 -0.84
C -1.90 -2.10 2.58
H -4.20 -0.92 -0.71
H -5.63 -1.19 0.28
H -4.11 -3.36 -1.25
H -5.70 -2.72 -1.68
H -5.48 -3.66 -0.19
H -2.02 -1.07 2.90
H -0.85 -2.39 2.64
H -2.50 -2.77 3.18
O -2.46 1.44 4.62
S -2.71 2.69 3.96
O -2.29 3.93 4.55
O -4.25 2.77 3.59
C -5.21 2.59 4.66
C -5.33 3.80 5.57
C -2.08 2.62 2.32
H -4.97 1.69 5.22
H -6.16 2.42 4.15
H -4.41 3.97 6.13
H -6.14 3.65 6.28
H -5.53 4.70 4.99
H -2.41 1.70 1.84
H -1.00 2.64 2.39
H -2.44 3.49 1.77
O -8.35 2.79 5.59
S -9.44 1.98 5.11
O -9.58 1.76 3.70
O -10.79 2.55 5.70
C -11.09 3.95 5.50
C -11.52 4.27 4.09
C -9.45 0.44 5.94
H -10.23 4.55 5.80
H -11.89 4.17 6.20
H -10.71 4.11 3.38
H -11.83 5.31 4.02
H -12.35 3.63 3.79
H -9.35 0.61 7.01
H -8.59 -0.13 5.57
H -10.37 -0.08 5.70
O 8.75 3.86 -2.94
S 9.04 5.16 -2.40
O 8.17 6.26 -2.68
O 10.53 5.55 -2.79
C 10.90 5.50 -4.19
C 10.33 6.65 -4.99
C 9.28 5.04 -0.66
H 10.60 4.53 -4.61
H 11.98 5.53 -4.19
H 9.24 6.60 -5.05
H 10.72 6.62 -6.01
H 10.60 7.60 -4.54
H 9.96 4.22 -0.46
H 8.31 4.85 -0.22
H 9.68 5.99 -0.30
O -5.38 -6.09 -1.78
S -4.40 -6.41 -2.78
O -4.40 -5.73 -4.04
O -4.44 -7.98 -3.03
C -5.71 -8.58 -3.37
C -6.13 -8.28 -4.80
C -2.79 -6.32 -2.08
H -6.47 -8.25 -2.66
H -5.56 -9.65 -3.23
H -6.34 -7.23 -4.95
H -7.04 -8.84 -5.04
H -5.35 -8.57 -5.50
H -2.79 -6.86 -1.13
H -2.57 -5.27 -1.91
H -2.09 -6.75 -2.78

---

[4]
Formula: C4H6O2
Source: the OMol25 dataset
Level of theory: wB97M-V/def2-TZVPD

- Charge: 0
- ΔE to the lowest compared entry with this formula, charge and spin: 48.2 kJ/mol
- E_tot: -306.4879 a.u.
- Strongest force on any atom: 0.7 eV/A

CARTESIAN COORDINATES (ANGSTROEM)
C -1.49 -0.02 0.40
C -0.29 0.01 -0.52
C 1.00 0.65 0.01
C 1.54 -0.77 -0.09
O 2.54 -1.36 0.13
O 0.37 -1.27 -0.60
H -1.87 1.00 0.54
H -1.22 -0.45 1.37
H -2.29 -0.63 -0.03
H -0.56 0.34 -1.53
H 1.47 1.38 -0.65
H 0.95 1.10 1.00

---

[5]
Formula: C5H25NO9
Source: the OMol25 dataset
Level of theory: wB97M-V/def2-TZVPD

- Charge: 0
- ΔE to the lowest compared entry with this formula, charge and spin: 173.3 kJ/mol
- E_tot: -937.3980 a.u.
- Strongest force on any atom: 4.4 eV/A

CARTESIAN COORDINATES (ANGSTROEM)
C -1.57 0.47 -1.14
C -1.23 1.70 -0.20
C 0.28 1.43 0.13
C 1.18 1.99 -0.93
C 2.53 1.39 -0.96
O 3.33 1.69 0.09
O 3.00 0.85 -1.94
N -1.78 1.55 1.20
H -2.13 0.73 -2.03
H -0.70 -0.12 -1.43
H -2.44 -0.08 -0.67
H -1.37 2.66 -0.64
H 0.41 1.92 1.08
H 0.48 0.38 0.34
H 1.22 3.08 -0.82
H 0.66 1.95 -1.93
H 2.95 1.79 0.98
H -2.62 2.10 1.38
H -1.89 0.57 1.37
H 1.22 3.61 2.32
H -0.23 3.72 1.79
O 0.62 4.19 1.86
H -3.45 -2.51 0.20
H -2.19 -2.41 -0.91
O -2.72 -2.06 -0.20
H 2.52 1.99 3.51
H 1.90 0.69 3.12
O 2.15 1.52 2.69
H -1.47 -2.03 1.12
H -1.30 -2.83 2.50
O -0.93 -2.70 1.63
H 1.60 -1.07 -1.94
H 1.87 -2.45 -2.70
O 1.32 -2.02 -2.04
H 0.74 -3.79 -0.62
H 0.06 -3.88 0.60
O 0.32 -4.50 -0.14
H -0.81 -3.90 -2.04
H -0.36 -2.55 -2.34
O -1.19 -3.05 -2.28

---

[6]
Formula: C10H5F4N2O2
Source: the OMol25 dataset
Level of theory: wB97M-V/def2-TZVPD

- Charge: -1
- E_tot: -1043.5141 a.u.
- Strongest force on any atom: 2.1 eV/A

CARTESIAN COORDINATES (ANGSTROEM)
F -0.39 -2.19 2.58
C -1.14 -1.75 1.56
C -1.75 -0.56 1.64
F -1.60 0.19 2.74
C -2.59 -0.07 0.55
O -3.19 0.97 0.65
C -2.68 -0.87 -0.67
F -3.38 -0.40 -1.71
C -2.07 -2.06 -0.75
F -2.17 -2.79 -1.88
C -1.30 -2.59 0.37
O -0.81 -3.69 0.32
C 3.30 2.58 -0.23
C 2.26 1.56 -0.50
C 1.19 1.20 0.29
N 0.48 0.22 -0.34
C 1.13 0.02 -1.49
N 2.21 0.79 -1.64
H 3.18 3.03 0.75
H 4.29 2.12 -0.28
H 3.27 3.36 -0.99
H 0.94 1.62 1.26
H 0.82 -0.70 -2.23

---

[7]
Formula: C25H27N3O3S
Source: the OMol25 dataset
Level of theory: wB97M-V/def2-TZVPD

- Charge: 0
- ΔE to the lowest compared entry with this formula, charge and spin: 82.4 kJ/mol
- E_tot: -1757.0402 a.u.
- Strongest force on any atom: 0.9 eV/A

CARTESIAN COORDINATES (ANGSTROEM)
O 1.21 -3.78 -0.79
C 1.20 -2.58 -0.58
N 2.19 -1.76 -1.02
C 2.40 -0.40 -0.60
H 1.53 -0.03 -0.05
C 3.65 -0.32 0.29
N 4.79 -0.83 -0.45
C 4.57 -2.22 -0.81
C 3.34 -2.31 -1.70
H 3.12 -3.36 -1.94
H 3.51 -1.75 -2.62
H 5.44 -2.58 -1.35
H 4.43 -2.85 0.09
C 6.03 -0.62 0.28
C 6.37 0.84 0.38
C 6.78 1.40 1.58
C 7.10 2.75 1.65
C 7.00 3.55 0.53
C 6.58 2.99 -0.67
C 6.27 1.65 -0.74
H 5.93 1.21 -1.67
H 6.49 3.61 -1.55
H 7.24 4.60 0.59
H 7.43 3.17 2.59
H 6.87 0.78 2.46
H 6.83 -1.13 -0.28
H 6.00 -1.08 1.29
H 3.84 0.72 0.56
H 3.47 -0.90 1.21
H 2.55 0.23 -1.48
C 0.06 -1.93 0.13
C -0.77 -1.02 -0.52
C -1.87 -0.49 0.12
C -2.17 -0.86 1.43
C -1.35 -1.78 2.08
C -0.25 -2.31 1.43
H 0.38 -3.04 1.93
H -1.57 -2.08 3.09
C -3.38 -0.29 2.12
N -4.58 -0.58 1.36
S -5.65 0.65 0.99
O -6.94 0.05 0.89
O -5.44 1.76 1.88
C -5.07 1.10 -0.64
C -5.30 0.23 -1.68
C -4.80 0.54 -2.94
C -4.08 1.71 -3.13
C -3.86 2.58 -2.07
C -4.35 2.27 -0.81
H -4.20 2.92 0.04
H -3.30 3.49 -2.22
H -3.69 1.95 -4.10
H -4.98 -0.12 -3.77
H -5.87 -0.66 -1.50
H -5.03 -1.46 1.56
H -3.32 0.80 2.16
H -3.45 -0.67 3.14
H -2.52 0.21 -0.39
H -0.55 -0.73 -1.54

---

[8]
Formula: C7H13NO
Source: the OMol25 dataset
Level of theory: wB97M-V/def2-TZVPD

- Charge: 0
- ΔE to the lowest compared entry with this formula, charge and spin: 230.9 kJ/mol
- E_tot: -404.4395 a.u.
- Strongest force on any atom: 1.8 eV/A

CARTESIAN COORDINATES (ANGSTROEM)
C -1.03 1.20 1.12
C -0.21 2.24 1.18
N 0.56 2.53 2.29
C -1.59 0.64 -0.14
C -0.69 -0.28 -0.93
C 0.64 -0.24 -0.95
C 1.40 -1.15 -1.85
C 2.56 -1.67 -1.49
H -1.15 0.55 1.99
H -0.10 2.96 0.37
H 0.25 2.12 3.16
H 0.89 3.48 2.36
H -2.01 1.39 -0.83
H -2.59 0.18 0.02
H -1.16 -1.02 -1.56
H 1.16 0.56 -0.45
H 0.94 -1.30 -2.83
H 3.02 -1.43 -0.55
H 3.17 -2.33 -2.10
H -0.69 -3.22 0.31
H -1.86 -2.28 0.11
O -1.51 -2.93 0.74

---

[9]
Formula: C24H57AlAs4N2SSeSi
Source: the OMol25 dataset
Level of theory: wB97M-V/def2-TZVPD

- Charge: +2
- ΔE to the lowest compared entry with this formula, charge and spin: 62.9 kJ/mol
- E_tot: -13332.4545 a.u.
- Strongest force on any atom: 0.8 eV/A

CARTESIAN COORDINATES (ANGSTROEM)
Al -0.08 -0.84 -0.12
C -3.01 0.07 -2.37
As -2.06 0.81 -0.85
C -3.62 1.52 0.09
C -1.30 2.39 -1.72
C -0.32 3.30 -0.96
C -0.12 4.55 -1.82
C 1.07 2.65 -0.82
As 1.32 1.18 0.44
C 1.46 1.96 2.21
C 3.19 0.80 0.08
C -0.85 3.69 0.43
As -2.48 4.84 0.47
C -1.60 6.58 0.59
C -2.76 4.62 2.40
H -3.67 0.83 -2.78
H -3.61 -0.79 -2.05
H -2.30 -0.26 -3.12
H -3.97 2.39 -0.47
H -3.39 1.83 1.11
H -4.40 0.77 0.10
H -2.18 2.98 -2.01
H -0.84 2.01 -2.63
H 0.31 4.30 -2.79
H 0.55 5.26 -1.32
H -1.07 5.06 -2.00
H 1.79 3.41 -0.51
H 1.40 2.25 -1.78
H 1.98 2.91 2.14
H 2.03 1.27 2.83
H 0.48 2.11 2.65
H 3.79 1.69 0.28
H 3.30 0.51 -0.96
H 3.54 -0.02 0.72
H -0.08 4.21 0.99
H -1.10 2.78 1.00
H -1.31 6.94 -0.40
H -0.73 6.54 1.24
H -2.32 7.29 1.00
H -3.11 3.62 2.64
H -3.52 5.33 2.73
H -1.83 4.82 2.95
C 1.18 -3.97 3.35
C 2.16 -3.46 2.30
As 1.38 -2.91 0.59
C 0.33 -4.46 0.06
C 1.11 -5.77 0.00
C 2.91 -2.94 -0.63
C 4.13 -3.75 -0.19
H 1.72 -4.21 4.27
H 0.67 -4.87 3.02
H 0.42 -3.22 3.60
H 2.87 -4.25 2.05
H 2.74 -2.61 2.68
H -0.10 -4.21 -0.92
H -0.50 -4.53 0.76
H 1.86 -5.75 -0.79
H 0.43 -6.60 -0.22
H 1.60 -5.99 0.94
H 3.18 -1.90 -0.81
H 2.50 -3.32 -1.57
H 4.56 -3.35 0.73
H 4.90 -3.69 -0.96
H 3.90 -4.80 -0.03
C -1.31 0.31 4.76
N -2.45 -0.06 3.92
C -3.78 0.19 4.22
C -4.52 -0.33 3.22
N -3.62 -0.89 2.33
C -2.36 -0.72 2.76
S -0.90 -1.34 2.07
H -1.69 0.80 5.65
H -0.65 0.99 4.22
H -0.75 -0.58 5.04
H -4.07 0.70 5.11
H -5.58 -0.36 3.07
H -3.86 -1.41 1.50
C 1.08 -0.33 -5.44
Si 1.55 -1.73 -4.34
C 3.35 -1.81 -3.92
C 0.75 -3.35 -4.72
Se 0.41 -1.00 -2.34
H 1.50 -0.47 -6.44
H 1.45 0.62 -5.05
H 0.00 -0.26 -5.54
H 3.95 -1.74 -4.83
H 3.61 -2.75 -3.42
H 3.63 -0.98 -3.27
H 1.11 -3.73 -5.68
H -0.34 -3.24 -4.79
H 0.97 -4.09 -3.96

---

[10]
Formula: C25H32BN2
Source: the OMol25 dataset
Level of theory: wB97M-V/def2-TZVPD

- Charge: +1
- ΔE to the lowest compared entry with this formula, charge and spin: 81.2 kJ/mol
- E_tot: -1105.9000 a.u.
- Strongest force on any atom: 4.1 eV/A

CARTESIAN COORDINATES (ANGSTROEM)
C -2.04 3.69 -0.74
C -2.07 2.37 -0.03
N -0.81 2.05 0.83
C -0.48 3.31 1.65
C -1.41 3.79 2.56
C -1.03 4.81 3.44
C 0.24 5.37 3.32
C 1.13 4.92 2.34
C 0.77 3.87 1.50
C -1.14 0.90 1.81
C 0.03 0.69 2.77
C -1.49 -0.34 1.10
B 0.46 1.77 -0.06
H 0.33 0.21 -0.94
H -2.93 3.76 -1.37
H -2.09 4.50 0.00
H -1.15 3.81 -1.36
H -2.93 2.24 0.64
H -2.13 1.54 -0.73
H -2.41 3.36 2.62
H -1.74 5.16 4.20
H 0.53 6.19 3.99
H 2.11 5.38 2.21
H 1.50 3.52 0.77
H -2.01 1.26 2.38
H -0.13 -0.26 3.31
H 0.97 0.53 2.23
H 0.17 1.52 3.49
H -1.72 -1.13 1.80
H -2.29 -0.23 0.38
H -0.63 -0.70 0.56
H 0.63 2.48 -0.97
H 1.44 1.41 0.54
C -1.14 -0.44 -2.29
C 0.29 -0.50 -1.78
N 0.77 -1.90 -1.57
C 1.82 -2.55 -2.29
C 2.47 -2.21 -3.48
C 3.25 -3.18 -4.12
C 3.48 -4.45 -3.55
C 2.92 -4.74 -2.31
C 2.00 -3.85 -1.76
C 1.03 -4.03 -0.72
C 0.19 -2.88 -0.74
C -1.05 -2.93 -0.12
C -1.24 -3.90 0.87
C -0.32 -4.97 1.01
C 0.82 -5.06 0.20
H -1.04 0.31 -3.06
H -1.46 -1.37 -2.78
H -1.88 -0.15 -1.54
H 0.95 -0.17 -2.64
H 2.35 -1.21 -3.90
H 3.74 -2.98 -5.07
H 4.11 -5.20 -4.04
H 3.19 -5.65 -1.77
H -1.85 -2.24 -0.38
H -2.09 -3.82 1.56
H -0.53 -5.75 1.74
H 1.54 -5.89 0.30